Entry 1:
This record from OMol25 describes C11H86NO31 as an isolated structure at a distorted geometry. The level of theory is wB97M-V/def2-TZVPD.

Element x y z (Å)
C (-2.709, -3.210, -1.628)
C (-2.577, -1.628, -1.536)
C (-1.423, -1.396, -0.438)
C (-1.135, 0.099, -0.306)
N (0.217, 0.447, 0.200)
C (0.086, 1.920, 0.347)
C (0.441, 2.571, -0.914)
C (1.235, 1.508, -1.714)
C (1.240, 0.188, -0.781)
C (0.507, -0.342, 1.495)
C (1.720, 0.048, 2.362)
C (2.018, -1.020, 3.497)
H (-2.484, -3.786, -0.740)
H (-1.947, -3.393, -2.437)
H (-3.662, -3.532, -1.981)
H (-3.490, -1.226, -1.225)
H (-2.292, -1.358, -2.650)
H (-0.581, -2.019, -0.832)
H (-1.602, -1.993, 0.498)
H (-1.908, 0.733, 0.373)
H (-1.231, 0.569, -1.345)
H (0.945, 2.382, 1.021)
H (-0.788, 2.363, 0.752)
H (0.823, 3.626, -0.921)
H (-0.468, 2.793, -1.654)
H (2.405, 1.735, -2.045)
H (0.757, 1.152, -2.727)
H (2.140, -0.031, -0.254)
H (1.036, -0.692, -1.506)
H (0.516, -1.456, 1.382)
H (-0.277, -0.113, 2.102)
H (1.618, 0.931, 2.768)
H (2.737, 0.084, 1.876)
H (1.256, -0.831, 4.186)
H (3.037, -0.995, 3.836)
H (1.906, -2.086, 3.219)
O (6.266, -0.250, 4.670)
H (5.668, -0.530, 3.993)
H (6.468, -0.948, 5.210)
O (-1.630, 4.981, 0.887)
H (-0.817, 5.211, 0.462)
H (-1.981, 5.692, 1.408)
O (3.927, 3.229, -0.284)
H (4.805, 2.737, -0.309)
H (3.766, 3.382, -1.240)
O (3.020, -4.575, 3.568)
H (2.789, -5.561, 3.746)
H (2.959, -4.407, 2.550)
O (-1.050, 0.335, -4.934)
H (-1.627, 0.055, -5.613)
H (-0.634, -0.527, -4.235)
O (0.276, -4.382, -3.141)
H (0.767, -4.817, -3.983)
H (-0.491, -4.861, -3.098)
O (2.114, -4.015, 0.906)
H (2.595, -3.389, 0.510)
H (2.118, -4.653, 0.144)
O (0.456, -3.692, 5.029)
H (1.339, -4.004, 4.892)
H (0.602, -2.931, 5.649)
O (1.736, 5.404, -2.574)
H (1.944, 6.124, -3.151)
H (1.552, 5.656, -1.708)
O (0.454, -1.675, -3.969)
H (0.748, -2.486, -3.579)
H (0.864, -1.840, -4.918)
O (-2.755, 1.226, -3.498)
H (-3.499, 0.889, -4.057)
H (-2.074, 0.891, -4.134)
O (-4.866, -2.376, 1.228)
H (-4.866, -2.649, 0.267)
H (-5.144, -1.474, 1.331)
O (3.760, 3.499, -2.988)
H (3.158, 4.166, -2.748)
H (4.650, 3.761, -2.948)
O (-2.214, 3.388, 3.315)
H (-2.389, 2.443, 3.135)
H (-2.103, 3.840, 2.477)
O (-0.118, -3.585, 2.331)
H (0.608, -3.684, 1.803)
H (0.257, -3.449, 3.239)
O (1.880, 2.378, 5.643)
H (2.308, 2.486, 4.763)
H (0.975, 2.435, 5.610)
O (-2.621, -2.210, 3.028)
H (-1.965, -2.893, 2.722)
H (-3.351, -2.433, 2.396)
O (-3.140, 0.663, 2.989)
H (-2.612, -0.219, 2.922)
H (-3.988, 0.454, 2.661)
O (-5.858, -4.497, -4.692)
H (-6.918, -4.286, -4.766)
H (-5.736, -3.874, -3.962)
O (-0.769, -0.141, 6.429)
H (-0.304, -0.911, 6.626)
H (-1.524, -0.578, 5.949)
O (-4.323, 1.435, -1.300)
H (-5.358, 1.575, -1.510)
H (-3.999, 1.055, -2.016)
O (-6.202, -2.169, -2.821)
H (-5.977, -3.078, -2.266)
H (-7.111, -2.093, -3.117)
O (4.368, -1.803, 0.504)
H (4.714, -1.151, 1.028)
H (4.671, -1.588, -0.413)
O (3.262, 3.040, -4.972)
H (2.360, 3.056, -5.126)
H (3.516, 3.399, -4.113)
O (-6.206, -4.184, -0.808)
H (-6.807, -4.124, -0.143)
H (-5.779, -4.883, -0.494)
O (0.767, 6.313, -0.005)
H (1.507, 6.660, 0.327)
H (0.108, 6.995, 0.494)
O (5.493, 0.765, 2.003)
H (5.527, 1.231, 1.168)
H (6.392, 0.391, 1.782)
O (-2.638, -2.566, -5.016)
H (-3.417, -2.177, -5.519)
H (-2.925, -2.604, -4.116)
O (3.923, 2.677, 3.549)
H (4.792, 2.507, 3.180)
H (4.211, 3.533, 3.920)
O (2.517, 4.346, 1.670)
H (3.094, 3.900, 2.126)
H (2.699, 4.021, 0.752)
O (0.527, 2.525, -5.354)
H (0.408, 1.631, -5.097)
H (-0.006, 2.789, -4.597)

Output
Orbital gap = 0.3047 Ha
E_LUMO = -0.1041 Ha
Max |F| = 0.170 hartree/bohr
Total charge = +1
Energy relative to the best compared isomer or geometry (same formula, charge and spin) = 13.42 kcal/mol

=====

Entry 2:
This record from OMol25 describes C11H8AlNO5 as an isolated structure at a distorted geometry. The level of theory is wB97M-V/def2-TZVPD.

Element x y z (Å)
O (3.838, 1.781, 1.071)
C (2.947, 1.308, 0.551)
Al (1.037, -0.096, -1.100)
O (-0.430, 2.677, -1.615)
C (0.165, 1.716, -1.443)
C (0.230, -0.999, -2.723)
O (-0.160, -1.414, -3.735)
C (2.584, -1.094, -1.658)
O (1.751, -2.078, -2.072)
C (2.677, 0.012, -2.590)
O (3.248, 0.458, -3.522)
H (3.179, -1.089, -0.735)
N (0.272, -1.227, 0.431)
C (-0.868, -0.588, 1.073)
C (-0.685, 0.016, 2.306)
C (-1.703, 0.829, 2.807)
C (-2.880, 1.018, 2.069)
C (-3.054, 0.374, 0.834)
C (-2.034, -0.452, 0.330)
H (0.992, -1.477, 1.113)
H (0.013, -2.089, -0.063)
H (0.249, -0.129, 2.844)
H (-1.592, 1.318, 3.773)
H (-3.680, 1.661, 2.451)
H (-3.979, 0.508, 0.251)
H (-2.119, -0.944, -0.649)

Output
Orbital gap (alpha / beta) = 0.2347 / 0.2347 Ha
E_LUMO (alpha / beta) = -0.3700 / -0.3700 Ha
Max |F| = 0.105 hartree/bohr
Total charge = +2
Energy relative to the best compared isomer or geometry (same formula, charge and spin) = 12.82 kcal/mol

=====

Entry 3:
This record from OMol25 describes a 2-piece molecular cluster, C11H8BF3N2O4 overall at a distorted geometry. The level of theory is wB97M-V/def2-TZVPD.

Element x y z (Å)
F (-1.675, 3.970, -1.907)
C (-2.822, 3.262, -1.292)
N (-4.158, 3.871, -1.657)
C (-5.188, 2.990, -0.979)
C (-4.412, 1.789, -0.129)
N (-2.916, 2.061, -0.376)
C (-1.710, 1.304, 0.135)
C (-0.187, 1.992, 0.160)
C (1.163, 1.168, 0.691)
C (1.081, -0.378, 1.232)
C (-0.420, -1.086, 1.223)
C (-1.778, -0.268, 0.695)
H (-4.239, 4.708, -2.274)
H (-6.330, 3.208, -1.113)
H (-4.899, 0.936, 0.507)
H (0.011, 3.106, -0.185)
H (2.211, 1.716, 0.690)
H (2.060, -0.924, 1.578)
H (-0.484, -2.196, 1.591)
H (-2.826, -0.832, 0.731)
B (4.892, -3.962, -0.654)
O (3.462, -4.210, -0.445)
C (3.034, -3.322, 0.463)
O (1.884, -3.254, 0.865)
C (4.127, -2.483, 0.874)
O (4.070, -1.576, 1.689)
O (5.243, -2.842, 0.226)
F (5.141, -3.605, -2.042)
F (5.663, -5.142, -0.295)

Output
Orbital gap = 0.2429 Ha
E_LUMO = -0.0993 Ha
Max |F| = 0.142 hartree/bohr
Total charge = 0
Energy relative to the best compared isomer or geometry (same formula, charge and spin) = 267.29 kcal/mol

=====

Entry 4:
This record from OMol25 describes a 2-piece molecular cluster, C11H8FN2O2S overall at a distorted geometry. The level of theory is wB97M-V/def2-TZVPD.

Element x y z (Å)
C (-2.454, -0.824, 1.345)
C (-3.423, 0.155, 1.164)
N (-4.311, 0.923, 1.055)
C (-1.084, -0.560, 1.137)
C (-0.119, -1.614, 1.097)
C (1.236, -1.335, 1.043)
C (1.686, -0.002, 1.019)
C (3.091, 0.289, 1.018)
N (4.238, 0.532, 1.016)
C (0.754, 1.050, 1.016)
C (-0.606, 0.785, 1.041)
H (-2.779, -1.858, 1.487)
H (-0.473, -2.648, 1.127)
H (1.973, -2.143, 1.014)
H (1.114, 2.081, 0.982)
H (-1.325, 1.610, 1.028)
F (-1.799, -3.801, 6.007)
S (-3.098, -3.145, 5.258)
C (-2.409, -1.569, 4.906)
C (-3.047, -0.687, 4.129)
O (-3.280, -3.925, 4.068)
O (-4.106, -3.083, 6.273)
H (-1.408, -1.444, 5.333)
H (-2.564, 0.265, 3.935)
H (-4.088, -0.826, 3.832)

Output
Orbital gap = 0.2370 Ha
E_LUMO = 0.1076 Ha
Max |F| = 0.041 hartree/bohr
Total charge = -1
Energy relative to the best compared isomer or geometry (same formula, charge and spin) = 0.00 kcal/mol